C49H107CrN7O21 as an isolated structure at a distorted geometry, computed with ωB97M-V with the def2-TZVPD basis set.

As for the spin multiplicity: 4. The calculated total energy comes out at -4938.364018 Ha. As for the expectation value of S²: 4.22. Its total charge is -1.

Each line ends with the Mulliken charge.
CARTESIAN COORDINATES (ANGSTROEM)
Cr  1.689  1.873  -1.205  -0.89
C  0.334  -0.004  -0.704  -0.33
O  0.637  0.193  -1.872  -0.25
O  -0.083  1.101  -0.336  -0.72
O  1.479  0.071  -0.315  -0.05
C  5.739  1.259  -0.125  -1.00
C  4.446  1.534  -0.655  0.09
C  4.170  1.258  -2.209  0.38
O  3.082  1.517  -2.624  0.76
C  5.303  0.900  -3.082  -1.22
C  6.551  0.661  -2.462  0.26
C  6.711  0.842  -0.942  0.25
O  7.825  0.489  -0.346  -0.75
O  7.535  0.322  -3.242  -0.74
O  3.426  1.972  -0.102  0.74
H  5.960  1.477  0.909  0.48
H  5.147  0.732  -4.138  0.38
C  -2.917  6.119  -5.589  -0.85
O  -2.562  4.736  -5.678  -0.39
C  -2.974  4.121  -4.459  -0.13
C  -2.847  2.636  -4.820  0.15
N  -1.418  2.252  -4.732  -0.13
C  -1.230  0.945  -5.331  -0.39
C  0.303  0.596  -5.516  -0.56
O  0.978  1.636  -6.172  -0.47
C  2.387  1.330  -6.349  -0.51
H  -2.778  6.569  -6.573  0.28
H  -2.355  6.637  -4.812  0.29
H  -3.935  6.240  -5.220  0.34
H  -3.975  4.457  -4.189  0.77
H  -2.294  4.402  -3.655  -0.26
H  -3.277  2.569  -5.819  0.31
H  -3.453  2.024  -4.152  -0.60
H  -0.944  2.922  -5.320  0.32
H  -1.726  0.871  -6.299  0.55
H  -1.707  0.168  -4.735  -0.37
H  0.432  -0.255  -6.184  0.80
H  0.616  0.374  -4.496  0.07
H  2.924  1.618  -5.445  -0.01
H  2.860  1.839  -7.188  0.30
H  2.539  0.268  -6.544  0.33
C  3.591  -0.207  2.488  0.24
O  4.105  -0.414  3.778  -0.42
C  3.359  -1.396  4.482  -0.12
C  3.838  -1.380  5.893  -0.94
N  3.408  -0.156  6.546  0.06
C  3.760  -0.097  7.942  -0.96
C  5.281  -0.010  8.168  -0.52
O  5.824  1.210  7.694  -0.32
C  7.247  1.266  7.605  -0.77
H  2.506  -0.241  2.389  -0.11
H  4.073  -0.937  1.838  0.48
H  3.895  0.777  2.131  -0.48
H  3.526  -2.344  3.971  0.29
H  2.283  -1.234  4.407  0.10
H  4.905  -1.603  5.869  0.30
H  3.398  -2.238  6.401  0.36
H  3.793  0.627  6.038  0.26
H  3.265  -0.949  8.408  0.49
H  3.254  0.781  8.343  0.26
H  5.779  -0.815  7.628  0.37
H  5.521  -0.163  9.221  0.47
H  7.619  0.537  6.884  0.32
H  7.725  1.024  8.554  0.31
H  7.636  2.246  7.328  0.25
C  -3.518  5.586  7.735  -0.78
O  -2.512  4.953  7.060  -0.27
C  -1.238  4.975  7.751  -0.61
C  -0.668  3.563  7.789  -0.61
N  -0.226  3.029  6.489  -0.34
C  0.230  1.613  6.582  -0.98
C  0.695  1.183  5.195  0.01
O  -0.297  1.496  4.240  -0.41
C  0.130  1.398  2.871  0.43
H  -3.276  6.589  8.087  0.32
H  -3.885  4.929  8.523  0.31
H  -4.296  5.763  6.993  0.22
H  -1.349  5.269  8.794  0.44
H  -0.584  5.714  7.288  0.32
H  -1.480  2.965  8.202  0.31
H  0.203  3.557  8.446  0.36
H  -0.974  2.986  5.813  0.26
H  -0.643  1.010  6.834  0.33
H  0.992  1.386  7.328  0.46
H  0.875  0.112  5.283  0.10
H  1.599  1.755  4.990  0.26
H  -0.647  1.776  2.207  -0.19
H  0.380  0.387  2.552  0.08
H  1.033  1.977  2.676  -0.21
C  1.719  -3.474  -0.093  -0.36
O  2.336  -4.769  0.013  -0.38
C  2.367  -5.240  1.342  -0.39
C  2.921  -6.705  1.096  -0.84
N  1.850  -7.663  0.677  -0.42
C  2.367  -9.035  0.472  -0.47
C  1.347  -9.912  -0.240  -0.65
O  1.157  -9.559  -1.632  -0.34
C  2.221  -9.954  -2.472  -0.72
H  2.133  -2.686  0.536  0.07
H  0.674  -3.580  0.195  0.28
H  1.755  -3.112  -1.121  0.28
H  1.406  -5.222  1.856  0.36
H  2.974  -4.528  1.900  0.24
H  3.330  -7.103  2.025  0.44
H  3.684  -6.656  0.318  0.40
H  1.684  -7.223  -0.216  0.27
H  2.522  -9.565  1.412  0.34
H  3.319  -8.963  -0.053  0.34
H  0.381  -9.909  0.266  0.33
H  1.670  -10.951  -0.190  0.42
H  3.082  -9.289  -2.401  0.26
H  1.895  -9.955  -3.512  0.25
H  2.551  -10.968  -2.249  0.32
C  -5.321  0.065  -5.937  -0.61
O  -5.840  0.458  -4.676  -0.37
C  -5.841  -0.463  -3.657  -1.05
C  -4.548  -0.355  -2.819  0.34
N  -4.442  0.905  -2.061  -0.41
C  -3.203  1.135  -1.375  0.43
C  -3.428  2.360  -0.423  -1.01
O  -3.495  3.523  -1.263  -0.16
C  -3.560  4.731  -0.486  -0.97
H  -5.765  -0.858  -6.310  0.36
H  -4.234  0.049  -6.018  0.16
H  -5.675  0.822  -6.637  0.26
H  -5.981  -1.464  -4.065  0.42
H  -6.755  -0.331  -3.079  0.38
H  -3.683  -0.593  -3.439  -0.46
H  -4.719  -1.100  -2.042  0.56
H  -4.729  1.677  -2.646  0.41
H  -2.330  1.263  -2.015  -0.56
H  -2.944  0.247  -0.797  0.62
H  -2.686  2.347  0.376  0.06
H  -4.378  2.358  0.111  0.72
H  -3.477  5.614  -1.120  0.27
H  -2.699  4.823  0.176  0.28
H  -4.418  4.802  0.183  0.38
C  4.161  4.971  -1.188  -1.15
O  3.091  4.141  -1.706  0.57
C  2.383  4.791  -2.794  -1.38
C  1.348  3.853  -3.413  -0.42
N  0.561  3.086  -2.442  3.07
C  -0.246  3.956  -1.547  0.90
C  0.578  4.445  -0.348  -2.33
O  1.460  3.480  0.203  1.82
C  2.102  3.890  1.357  -1.48
H  3.869  5.958  -0.828  0.32
H  4.989  5.052  -1.892  0.26
H  4.672  4.417  -0.401  0.30
H  3.011  5.134  -3.617  0.62
H  1.942  5.721  -2.436  0.45
H  1.821  3.253  -4.191  -0.04
H  0.677  4.433  -4.047  0.70
H  -0.158  2.758  -3.071  -1.63
H  -1.058  3.286  -1.266  -1.08
H  -0.711  4.829  -2.005  0.66
H  -0.213  4.702  0.357  0.70
H  1.081  5.393  -0.539  0.28
H  1.427  4.343  2.084  0.49
H  2.773  4.734  1.196  0.31
H  2.654  3.133  1.915  0.02
C  -1.433  -2.587  -2.403  -0.23
O  -2.735  -3.003  -2.466  -0.19
C  -2.976  -4.341  -1.902  -0.49
C  -4.511  -4.601  -1.631  -0.46
N  -4.780  -6.070  -1.423  -0.49
C  -6.206  -6.364  -1.135  -0.59
C  -7.221  -5.796  -2.046  -0.63
O  -7.450  -4.404  -1.980  -0.31
C  -8.396  -3.857  -2.904  -0.77
H  -1.108  -2.298  -1.403  0.19
H  -1.420  -1.704  -3.041  -0.27
H  -0.701  -3.343  -2.690  0.47
H  -2.449  -4.521  -0.965  0.30
H  -2.668  -5.016  -2.700  0.30
H  -5.070  -4.262  -2.503  0.19
H  -4.904  -4.072  -0.763  0.32
H  -4.311  -6.318  -0.563  0.26
H  -6.261  -6.068  -0.087  0.40
H  -6.453  -7.424  -1.190  0.29
H  -8.215  -6.225  -1.921  0.50
H  -6.965  -5.982  -3.090  0.36
H  -7.956  -3.679  -3.885  0.30
H  -8.688  -2.859  -2.576  0.23
H  -9.269  -4.498  -3.032  0.33

Cartesian forces, eV/Å:
-0.84 -3.26 1.17
-5.15 -1.73 1.90
0.87 -1.12 -14.36
-7.91 8.69 4.96
13.72 -3.80 7.13
-5.53 2.39 0.78
2.82 -1.65 -2.35
8.63 -1.28 0.34
-5.99 1.33 -1.06
-2.79 0.66 3.25
2.68 -0.89 -3.57
6.57 -2.95 0.66
-2.70 1.04 -2.62
-2.27 0.93 3.07
-1.81 0.48 1.06
-0.01 -0.19 0.08
0.09 0.02 0.00
0.29 -0.39 -0.08
-0.64 1.74 0.53
0.61 -1.14 -0.89
0.02 0.62 1.41
-0.97 0.12 -0.17
1.45 -0.55 -0.91
-1.82 -0.05 0.27
1.08 0.71 -0.35
-0.44 0.05 0.50
-0.01 0.08 0.20
0.65 0.11 -0.12
-0.46 -0.15 -0.49
-0.23 -0.29 -0.02
0.06 -0.03 0.23
0.15 -0.33 -0.28
0.21 -0.14 0.03
0.38 0.10 -0.24
-0.10 0.21 -0.44
0.21 -0.01 0.37
-0.38 -0.63 0.42
0.85 0.07 0.01
0.10 -0.23 0.13
-0.66 0.43 -0.10
-0.14 -0.19 0.20
0.72 0.28 -0.87
-0.93 0.39 0.89
0.46 0.04 -0.99
-0.50 -0.60 0.02
0.07 -0.40 -0.44
0.32 0.84 -0.50
0.28 -0.44 0.17
-0.09 0.86 -0.08
-0.21 -0.77 0.28
-0.09 -0.26 0.29
-0.32 -0.13 -0.44
0.10 -0.01 0.11
0.19 -0.52 0.21
-0.13 0.40 0.11
0.39 0.37 0.11
-0.25 -0.05 0.25
0.08 0.20 -0.04
0.55 -0.23 0.35
0.23 0.21 0.28
-0.04 -0.33 -0.06
0.06 0.15 0.35
-0.03 -0.09 -0.24
-0.10 -0.11 0.35
-0.71 0.11 -0.16
-1.25 0.41 -0.27
2.31 -0.31 -0.27
-0.31 -0.57 -0.33
0.03 0.13 -1.21
0.84 -0.25 0.97
-1.22 0.72 -0.93
-0.05 0.28 0.65
-0.11 -0.10 -0.55
0.11 0.04 0.30
0.35 0.03 0.42
-0.29 0.30 0.41
-0.37 -0.22 0.15
-0.38 0.15 0.14
0.10 -0.11 -0.27
-0.03 -0.39 0.43
-0.05 -0.08 0.19
-0.21 0.37 -0.01
-0.19 -0.42 0.25
0.18 0.50 -0.08
0.31 -0.09 -0.48
0.35 -0.25 -0.29
-0.09 -0.09 0.27
-0.27 -0.28 0.21
0.04 0.18 0.27
-0.45 -0.46 -0.13
-0.76 1.40 -0.38
0.80 -1.27 -1.26
-0.74 0.10 1.90
0.67 0.93 0.25
-0.79 0.81 -0.11
0.49 0.14 -1.16
-0.25 -0.19 0.71
0.01 -0.02 0.05
0.50 -0.19 0.20
-0.28 0.09 -0.01
0.18 -0.28 0.01
-0.46 -0.35 -0.29
0.71 -0.48 0.39
0.35 0.08 0.05
0.31 0.20 0.15
-0.92 -0.70 -0.66
0.23 0.45 0.39
0.23 -0.51 -0.22
-0.07 0.53 -0.20
0.29 -0.24 -0.08
0.12 0.11 0.10
-0.27 0.17 0.11
0.07 -0.21 0.16
-0.67 0.64 -0.15
-0.20 1.25 -1.65
0.81 -0.56 0.75
-1.49 -0.03 1.09
-1.13 -0.67 -1.26
-0.64 0.72 1.19
-0.06 -0.80 -0.88
0.45 1.06 0.87
0.74 -0.46 -0.12
0.13 -0.42 0.32
0.14 -0.23 0.36
0.13 0.18 -0.01
0.50 -0.44 -0.05
0.16 0.50 0.43
0.21 -0.12 -0.02
0.74 -0.54 -0.12
0.20 0.23 0.06
0.22 0.50 -0.19
-0.15 -0.01 0.31
0.73 0.61 -0.32
-0.32 -0.73 -0.11
-0.44 -0.23 -0.37
0.34 -0.31 0.18
-0.43 -0.18 -0.28
0.45 -1.29 -0.25
0.31 1.91 -1.23
0.22 -0.25 0.35
0.86 0.91 -0.42
0.06 1.83 -0.75
0.97 -0.92 0.64
-1.26 0.46 0.43
-1.47 -0.43 -0.99
0.68 1.44 1.71
-0.41 0.01 -0.10
-0.30 0.33 -0.66
-0.62 -0.12 0.36
0.64 -0.28 0.04
-0.33 0.06 0.34
0.14 -0.78 0.69
-0.31 0.59 0.21
-0.41 -1.67 -0.11
0.08 0.21 0.53
0.22 0.12 -0.42
0.10 -0.02 0.69
0.44 -0.14 -0.21
-0.79 -0.31 -0.01
0.47 -0.09 -0.61
-0.17 -0.34 -0.83
1.10 0.65 0.26
-2.39 -2.11 1.15
-1.32 0.72 -0.69
0.61 -0.56 -0.39
0.13 0.51 -1.14
1.05 0.40 0.94
-1.42 1.25 -1.71
-0.08 1.45 0.58
0.77 -0.28 0.21
-0.18 0.29 0.33
0.63 -0.02 -0.01
0.03 -0.17 -0.63
0.46 0.20 -0.08
0.17 -0.46 0.35
0.04 -0.06 0.06
0.24 0.54 0.05
0.36 -0.17 -0.07
-1.33 0.15 0.17
0.68 -0.31 0.08
0.01 -0.74 0.39
0.44 -0.59 -0.23
0.27 -0.36 -0.26
-0.07 -0.23 0.45
-0.17 -0.08 0.14